Entry from the OMol25 dataset: a structure of composition C2H5NOSn at a distorted geometry (ωB97M-V/def2-TZVPD).

HOMO	-0.6822	Ha
energy relative to the best compared isomer or geometry (same formula, charge and spin)	53.7	kJ/mol
net charge	+2
frontier orbital gap	5.986	eV

XYZ file:
```
10
Properties=species:S:1:pos:R:3:forces:R:3
Sn 16.05341 -7.97200 -8.04748 0.305 1.576 -1.759
O 16.33680 -6.16351 -10.18298 0.261 -4.987 3.356
C 16.34730 -5.13190 -10.82477 -1.337 3.228 -0.375
N 15.79137 -5.04751 -12.00008 0.405 0.429 -1.458
C 16.60549 -3.80284 -10.17618 0.504 -0.076 -0.005
H 15.44780 -5.81420 -12.56065 0.105 -0.163 0.163
H 15.94155 -4.15785 -12.45402 -0.364 -0.182 -0.403
H 17.58518 -3.76864 -9.69960 -0.163 0.013 0.147
H 15.79294 -3.74466 -9.45197 0.189 0.284 0.274
H 16.50421 -2.96207 -10.86243 0.096 -0.123 0.060
```
Forces are in eV/Å.


Entry from the OMol25 dataset: a cluster of 10 separate species, C40H52F9O31P in total at a distorted geometry (ωB97M-V/def2-TZVPD).

HOMO	-0.3006	Ha
net charge	0
frontier orbital gap	8.122	eV

XYZ file:
```
133
Properties=species:S:1:pos:R:3:forces:R:3
C 5.78166 -1.38227 -0.70895 -0.249 0.679 -0.114
C 5.48489 -0.07645 -1.70872 -0.046 -0.216 1.768
C 4.85767 1.09354 -0.71722 0.950 -0.104 -0.780
C 4.55255 2.49105 -1.54359 0.249 -0.064 1.691
C 3.96475 3.55986 -0.41904 1.171 0.947 -0.394
C 2.75830 4.51998 -0.97386 0.665 0.237 -0.553
C 1.36497 3.74421 -1.35185 -1.187 2.036 0.311
P 1.16434 2.00827 -0.58350 -0.024 -0.803 -0.605
C -0.66427 1.43594 -0.93693 -0.661 1.213 0.915
C -1.03967 1.42362 -2.53280 -1.145 -0.540 -0.361
C -1.35928 -0.13431 -3.01300 -4.595 -4.188 1.810
O -2.44929 -0.80554 -2.55065 6.991 4.520 -2.687
O -0.47984 -0.90360 -3.92270 -1.005 1.316 2.955
C 1.21799 2.07723 1.35842 -0.688 0.810 -0.394
O 2.06551 0.90229 1.74890 -3.344 -1.573 1.833
C 1.26470 -0.03221 2.58538 2.276 0.770 5.964
C 0.03130 -0.97240 2.04481 -0.324 0.791 0.328
O 1.59554 -0.04558 3.90466 -2.148 -0.141 -8.326
H 6.24381 -2.29895 -1.28472 -0.843 1.961 1.301
H 6.49830 -0.95953 0.13341 -1.269 -1.125 -1.729
H 4.78444 -1.71651 -0.15960 2.010 0.641 -1.279
H 6.52327 0.30862 -2.09170 -2.093 -0.779 0.406
H 4.75159 -0.35208 -2.57847 1.485 0.570 1.621
H 5.71614 1.31982 0.08011 -1.843 -0.315 -1.640
H 3.94096 0.69337 -0.10812 1.558 0.843 -1.412
H 5.61893 2.88657 -1.90303 -2.540 -0.818 0.395
H 3.77980 2.37909 -2.41551 1.639 -0.015 1.575
H 4.88129 4.28570 -0.17743 -2.076 -1.483 -0.298
H 3.73543 2.99531 0.58089 0.179 1.076 -1.936
H 3.15598 5.00320 -1.99002 -0.799 -1.030 2.209
H 2.56272 5.44203 -0.25450 0.345 -2.201 -1.308
H 0.46967 4.42282 -0.96131 1.835 -1.276 -1.105
H 1.27071 3.71491 -2.53690 0.065 -0.352 2.618
H -0.79693 0.40964 -0.38750 0.156 1.885 -1.368
H -1.36988 2.23156 -0.39474 1.284 -1.928 -1.297
H -0.26189 1.97585 -3.21105 -1.348 -1.360 1.338
H -2.08155 1.99568 -2.63635 2.324 -1.376 0.127
H -0.33392 -1.80873 -3.50161 -0.815 1.638 -0.740
H 0.14661 1.96842 1.84573 2.196 0.520 -0.873
H 1.76860 3.06977 1.65763 -1.188 -2.082 -0.210
H -0.32060 -1.67131 2.92779 1.085 1.491 -1.805
H -0.88694 -0.24769 1.82978 1.999 -1.462 0.254
H 0.26885 -1.59261 1.07901 -0.251 1.413 1.917
C 5.34217 -6.70336 -0.59174 -0.387 -1.074 0.708
C 4.55853 -5.64696 -1.29291 -0.512 0.281 0.174
O 5.51598 -4.64656 -1.55626 0.456 -0.702 -0.340
C 6.69875 -5.31165 -1.68023 2.853 0.808 -0.987
O 7.70504 -4.83198 -2.17537 -2.355 -1.050 1.234
O 6.61800 -6.58577 -1.18872 0.282 1.083 -0.610
F 3.61280 -5.12747 -0.47843 -0.378 0.165 0.016
H 5.42739 -6.52312 0.48512 -0.280 0.005 -0.485
H 4.92662 -7.70244 -0.74839 0.251 0.113 -0.078
H 4.10187 -5.97601 -2.23244 -0.135 0.175 0.112
C -3.65783 4.21551 -0.42759 -0.515 -1.116 0.279
C -4.44147 5.27190 -1.12876 -0.626 0.247 0.110
O -3.48402 6.27231 -1.39211 0.721 -0.600 -0.355
C -2.30125 5.60722 -1.51608 2.524 0.916 -1.111
O -1.29496 6.08689 -2.01122 -2.201 -1.085 1.178
O -2.38200 4.33310 -1.02457 0.409 1.209 -0.531
F -5.38720 5.79140 -0.31428 -0.355 0.192 0.079
H -3.57261 4.39574 0.64927 -0.198 0.115 -0.139
H -4.07338 3.21643 -0.58424 0.359 0.496 -0.108
H -4.89813 4.94285 -2.06829 -0.041 0.137 0.187
C 6.70644 -3.96961 2.64954 -0.238 1.281 -0.569
C 7.63774 -4.52444 3.67255 0.233 0.323 0.812
O 7.18853 -5.84961 3.84291 -0.107 -0.145 -1.049
C 6.64365 -6.19626 2.64307 -0.672 -2.756 -0.715
O 6.39732 -7.34327 2.30908 0.480 2.678 0.790
O 6.41364 -5.10166 1.85539 0.268 -0.996 0.486
F 7.50316 -3.87442 4.85027 0.177 0.055 0.162
H 5.77942 -3.58287 3.08596 0.204 -0.077 0.172
H 7.16861 -3.17985 2.05113 -0.125 -0.253 -0.078
H 8.68943 -4.52861 3.36684 -0.063 0.038 0.198
C -4.15291 -1.41297 1.93664 0.464 -1.291 -0.108
C -5.46520 -0.86390 2.38174 -0.362 -0.251 0.698
O -5.28785 0.53126 2.28705 0.457 0.093 -0.986
C -4.37824 0.70600 1.28769 0.762 1.903 -1.254
O -4.17290 1.76987 0.72744 -0.409 -2.642 1.562
O -3.72870 -0.45900 0.98379 -0.497 1.437 0.034
F -5.70483 -1.17592 3.67514 -0.253 -0.066 0.162
H -3.41910 -1.46675 2.74782 -0.257 0.104 0.132
H -4.24854 -2.40356 1.48388 0.141 0.384 -0.076
H -6.31378 -1.17016 1.76075 -0.008 0.015 0.211
C 1.49993 -0.87716 7.23022 0.396 0.870 -1.039
C 2.10529 -2.08668 7.85655 0.703 -0.041 0.368
O 1.19415 -2.41914 8.87938 -0.642 0.082 -0.616
C -0.01615 -1.98113 8.43217 -2.986 -0.579 1.147
O -1.08626 -2.32558 8.90557 2.549 0.869 -1.120
O 0.11473 -1.11385 7.38233 -0.345 -0.803 0.783
F 3.29520 -1.79062 8.42589 0.286 -0.164 0.033
H 1.76910 0.04862 7.74969 0.149 -0.241 0.119
H 1.76704 -0.77751 6.17470 -0.264 -0.004 0.118
H 2.21915 -2.93602 7.17451 0.153 0.041 0.143
C -2.03316 2.96064 -6.72365 1.166 0.017 -0.649
C -3.48898 2.89361 -7.03640 -0.331 -0.369 -0.388
O -4.09284 2.76756 -5.76899 0.512 0.679 0.271
C -3.24724 3.40134 -4.90878 -0.266 0.890 2.843
O -3.55081 3.74272 -3.77777 0.676 -0.839 -2.582
O -2.01852 3.61515 -5.47091 -1.120 -0.022 0.692
F -3.77690 1.78678 -7.75730 -0.225 -0.133 -0.287
H -1.57583 1.97081 -6.62132 -0.267 -0.012 -0.096
H -1.47318 3.53031 -7.47017 -0.055 0.033 0.281
H -3.88036 3.78167 -7.54404 -0.070 -0.196 -0.059
C -6.62232 -6.29548 2.68413 -0.223 -1.134 0.636
C -7.40597 -5.23909 1.98296 -0.899 0.363 0.319
O -6.44852 -4.23868 1.71961 0.699 -0.565 -0.336
C -5.26574 -4.90378 1.59564 2.593 0.626 -0.945
O -4.25945 -4.42411 1.10050 -2.264 -1.179 1.178
O -5.34649 -6.17789 2.08715 0.291 1.150 -0.657
F -8.35170 -4.71960 2.79744 -0.204 0.078 -0.102
H -6.53711 -6.11525 3.76099 -0.178 0.175 -0.147
H -7.03788 -7.29457 2.52748 0.242 0.136 -0.070
H -7.86263 -5.56814 1.04343 -0.085 0.150 0.125
C 1.49150 3.74128 4.95036 -1.070 -0.775 0.245
C 2.59428 4.38985 5.71518 0.521 -0.289 0.568
O 3.47404 4.83775 4.70905 -0.793 0.324 -0.418
C 2.68138 5.08197 3.62798 0.814 1.608 -2.722
O 3.02859 5.73564 2.65843 -0.873 -1.684 2.247
O 1.44579 4.51121 3.76585 0.846 0.664 -0.244
F 3.24692 3.48630 6.48023 0.114 0.004 0.292
H 1.70817 2.69809 4.69697 0.201 0.053 0.157
H 0.53680 3.78221 5.48164 0.085 0.119 -0.233
H 2.27552 5.23832 6.33001 0.158 -0.129 0.077
C -6.59834 0.31396 -8.24563 1.011 -0.340 0.834
C -6.92145 1.29755 -9.31794 0.315 0.075 -0.720
O -8.24100 0.96387 -9.68447 -0.072 0.038 0.854
C -8.80031 0.44031 -8.55765 -3.287 -0.720 0.719
O -9.99981 0.28942 -8.39553 2.979 0.321 -0.412
O -7.85305 0.11162 -7.62698 -0.881 0.317 -0.603
F -6.12240 1.11819 -10.39358 0.162 0.213 -0.226
H -6.23102 -0.63884 -8.64142 -0.023 0.214 -0.209
H -5.86722 0.70238 -7.53151 -0.313 -0.124 -0.018
H -6.88241 2.34319 -8.99448 0.067 -0.040 -0.190
```
Forces are in eV/Å.


Entry from the OMol25 dataset: the molecule C10H14Si at a distorted geometry (ωB97M-V/def2-TZVPD).

HOMO	-0.3190	Ha
energy relative to the best compared isomer or geometry (same formula, charge and spin)	0.0	kJ/mol
net charge	0
frontier orbital gap	9.601	eV

XYZ file:
```
25
Properties=species:S:1:pos:R:3:forces:R:3
C 2.02021 1.15821 -2.61155 -0.030 -0.282 0.120
C 0.89874 0.70228 -3.29130 0.149 -0.278 1.237
C 2.09907 1.13494 -1.22629 -0.988 -0.305 -0.605
C -0.17773 0.21139 -2.57739 0.668 0.730 0.991
C 1.02239 0.63838 -0.50956 -0.979 -0.187 0.438
C -0.14303 0.22120 -1.17445 0.528 -0.021 -0.680
C -1.79794 0.30506 2.66386 -0.108 -0.202 0.044
C -0.37918 -2.24085 1.78573 0.103 0.592 -0.392
C 0.95767 0.52342 1.01345 0.292 -0.214 -0.410
C -1.28990 -0.23026 -0.32417 -0.413 0.032 -0.206
Si -0.62361 -0.41427 1.39562 -0.059 -0.665 0.049
H 2.87099 1.44973 -3.17783 0.579 0.454 -0.369
H 0.87752 0.67000 -4.34402 0.056 0.104 -1.109
H 2.94596 1.51615 -0.71770 0.825 0.184 0.372
H -1.03778 -0.10407 -3.10484 -0.875 -0.423 -0.333
H -2.53025 0.91571 2.15363 -0.204 0.331 -0.150
H -1.32543 0.92091 3.41191 0.253 0.256 0.295
H -2.36836 -0.46251 3.19427 0.157 -0.070 -0.084
H -0.18361 -2.81581 0.87464 0.023 0.008 0.218
H 0.43914 -2.35229 2.47665 0.439 -0.265 0.287
H -1.27122 -2.60337 2.27709 -0.287 -0.270 0.020
H 1.82244 -0.05089 1.35701 0.134 0.470 0.301
H 0.90010 1.52024 1.43532 0.412 0.192 0.396
H -1.67284 -1.17330 -0.71687 -0.522 0.203 -0.012
H -2.05333 0.56000 -0.26320 -0.154 -0.375 -0.421
```
Forces are in eV/Å.